Formula: H20NeO10
Source: OMol25
Level of theory: ωB97M-V/def2-TZVPD

Computed properties:
Relative energy (zero: lowest compared OMol25 entry of this formula, charge and spin) = 92.1 kJ/mol
Gap between HOMO and LUMO = 10.224 eV

Geometry as ORCA input:
```
! RIJCOSX wB97M-V def2-TZVPD def2/J DEFGRID3
* xyz 0 1
Ne -0.0800 0.6885 -0.1188
O -0.9373 -1.8573 1.1447
O -1.2487 -1.1747 -3.2600
O 1.1771 -2.4996 -0.7977
O -3.8405 -0.7866 -2.1038
O 1.2101 -0.8171 2.8453
O -1.1989 3.1648 1.5404
O 1.6542 -0.3334 -3.2348
O -2.3610 1.2241 3.1896
O 4.2771 0.4946 0.5306
O 2.0262 1.7039 1.4612
H -1.7892 -1.6697 0.7507
H -1.3746 -0.9587 -4.1840
H -0.9609 -2.7957 1.3319
H 0.4893 -2.1963 -0.2051
H 1.3106 -1.7707 -1.4036
H 1.3579 0.0687 2.5141
H -1.8649 3.3420 0.8760
H 1.8212 -0.7677 -4.0713
H 2.0887 0.5157 -3.3143
H 3.4904 0.7263 1.0241
H 0.4875 -1.1539 2.3156
H 2.6333 2.4187 1.6525
H -2.0478 0.3506 2.9545
H -1.5432 2.4195 2.0325
H -0.3724 -0.8489 -3.0547
H 4.0470 0.6667 -0.3825
H 1.5309 2.0068 0.7002
H -2.9267 -0.5635 -2.2812
H -3.8753 -0.9210 -1.1568
H -3.1803 1.3238 2.7047
*
```

Formula: H20O10
Source: OMol25
Level of theory: ωB97M-V/def2-TZVPD

Computed properties:
Relative energy (zero: lowest compared OMol25 entry of this formula, charge and spin) = 561.5 kJ/mol
Gap between HOMO and LUMO = 10.223 eV
SMILES = O.O.O.O.O.O.O.O.O.O

Geometry as ORCA input:
```
! RIJCOSX wB97M-V def2-TZVPD def2/J DEFGRID3
* xyz 0 1
O 1.6920 0.9013 -0.5752
O -0.4280 -1.0785 2.8346
O -0.1078 2.5734 0.0873
O 1.4451 1.2510 2.2194
O -1.0066 0.0582 -0.3047
O -3.0077 -1.0044 -1.2996
O -0.3998 -2.4426 -2.3832
O 3.1839 -0.4039 1.9384
O -1.3433 1.7194 -2.5054
O -0.5714 -2.5583 0.8004
H -2.3823 -1.3167 -0.6512
H -0.6571 1.6600 -3.2283
H -0.7550 -1.7362 0.3027
H 2.4817 0.2783 1.8338
H -1.2513 -3.1203 0.2147
H -0.8284 -1.8864 2.5544
H -2.7495 -1.0053 -2.2642
H 0.5524 -1.3065 2.8098
H -1.1672 2.6313 -2.3256
H 0.0882 3.1088 -0.7285
H 3.8780 -0.6512 1.4424
H -0.5336 0.7728 0.0152
H -1.7109 0.5693 -0.8215
H 2.1659 0.1791 -0.1468
H -0.1122 -1.9399 -1.7723
H 2.4070 1.5691 -0.8966
H 0.7973 1.3880 1.4747
H 0.9825 0.8573 2.9597
H 0.6133 2.9356 0.7792
H -1.2753 -2.0026 -2.3635
*
```